w) This record from OMol25 describes the ion C2H10N4S with charge +2. The level of theory is wB97M-V/def2-TZVPD.

```
17
Properties=species:S:1:pos:R:3:mulliken_charge:R:1
C -0.53534 -0.12198 -0.05877 0.608
C 1.87329 0.61560 0.13028 -1.078
N -1.07356 1.15569 -0.07148 0.164
N 0.78375 -0.36272 -0.01612 0.122
N -2.32505 1.34015 -0.36421 -0.850
N 1.18151 -1.75287 0.34465 -0.465
S -1.64825 -1.44992 -0.10438 -0.159
H 1.87897 1.11626 1.07217 0.394
H 2.66660 -0.03343 0.06687 0.466
H 1.99143 1.12306 -0.78464 0.419
H -0.68355 2.09569 0.04688 0.318
H -2.69500 -0.72018 -0.59644 0.334
H -2.47270 1.78809 -1.26103 0.248
H -3.05878 1.48864 0.35423 0.273
H 2.22093 -1.81020 0.18126 0.446
H 1.11293 -2.06362 1.36683 0.377
H 0.78282 -2.40825 -0.30607 0.381
```

The value obtained for the LUMO energy is -0.3111 hartree. The HOMO energy comes out at -18.386 eV. As for the total charge: +2.

---

x) This record from OMol25 describes a cluster of 2 separate species, C2H10N4S in total. The level of theory is wB97M-V/def2-TZVPD.

```
17
Properties=species:S:1:pos:R:3:mulliken_charge:R:1
C 1.26529 -0.10734 0.60963 -0.067
C -1.02122 0.75298 -0.97125 -0.826
N 1.96815 -0.79679 -0.15014 0.256
N -0.74247 0.30303 0.35418 0.373
N 1.49485 -1.44211 -1.17202 -0.487
N -0.83616 1.24867 1.22579 -0.648
S -1.49176 -1.17122 1.00097 0.032
H 1.61217 0.55458 1.37984 0.428
H -0.91950 0.07946 -1.72427 0.326
H -2.07090 0.94627 -1.04030 0.434
H -0.58111 1.73044 -1.25997 0.393
H 3.09204 -0.74909 -0.06792 0.411
H 0.52154 -1.72879 -1.12781 0.206
H 1.92876 -2.04549 -1.86860 0.319
H -0.46290 0.92540 2.15777 0.313
H -1.07471 2.20521 1.20540 0.244
H -2.68207 -0.70521 1.44870 0.290
```

The value obtained for the LUMO energy (alpha / beta) is -0.3832 / -0.3833 hartree. The HOMO energy (alpha / beta) comes out at -18.532 / -18.531 eV. As for the total charge: +2.

---

Each structure's energy above the most stable one, in kcal/mol: w) 0.0; x) 89.6.

---

w) This record from OMol25 describes the molecule C7H12. The level of theory is wB97M-V/def2-TZVPD.

```
19
Properties=species:S:1:pos:R:3:mulliken_charge:R:1
C -2.68046 1.89530 0.22511 -0.744
C -1.52093 1.25007 0.36028 -0.195
C -1.01397 0.24903 -0.58418 -0.352
C 0.11243 -0.46775 -0.51139 0.677
C 0.68381 -1.22429 -1.66402 -1.335
C 0.63796 -0.73600 0.86994 -0.684
C 2.05016 -0.20722 1.23947 -0.934
H -2.78993 2.92050 0.55620 0.239
H -3.45600 1.40080 -0.37638 0.266
H -0.81040 1.71559 1.02892 0.244
H -1.70321 0.25545 -1.41876 0.349
H 0.32850 -2.24491 -1.78041 0.298
H 1.79834 -1.28047 -1.65172 0.319
H 0.57932 -0.70613 -2.64381 0.361
H 0.74027 -1.84298 0.86828 0.321
H -0.07847 -0.55279 1.72978 0.359
H 2.00168 0.87796 1.29246 0.269
H 2.60964 -0.62073 0.35764 0.198
H 2.51125 -0.68144 2.10259 0.344
```

The value obtained for the LUMO energy is 0.0308 hartree. The HOMO energy comes out at -8.274 eV. As for the total charge: 0. Its SMILES is C=C/C=C(/C)CC.

---

x) This record from OMol25 describes the molecule C7H12. The level of theory is wB97M-V/def2-TZVPD.

```
19
Properties=species:S:1:pos:R:3:mulliken_charge:R:1
C -2.75599 0.47814 -3.04080 -0.926
C -1.65392 -0.00581 -2.26679 0.372
C -0.70657 0.13929 -1.52950 -0.384
C 0.32643 -0.45895 -0.72286 -0.472
C 0.42507 0.16094 0.65441 -0.556
C 1.48065 -0.52998 1.49587 -0.318
C 1.61310 0.11139 2.86731 -1.237
H -2.33028 1.42108 -2.56701 0.235
H -3.75031 0.12075 -2.72510 0.254
H -2.63771 0.38917 -4.12926 0.254
H 1.27621 -0.40675 -1.26260 0.300
H 0.03656 -1.51354 -0.66088 0.277
H 0.65106 1.22984 0.54698 0.321
H -0.55803 0.10019 1.14199 0.298
H 2.43870 -0.48997 0.95933 0.297
H 1.22483 -1.59487 1.59000 0.302
H 1.87459 1.17140 2.76790 0.310
H 0.66269 0.05527 3.41098 0.310
H 2.38292 -0.37758 3.47005 0.363
```

The value obtained for the LUMO energy is 0.0317 hartree. The HOMO energy comes out at -8.837 eV. As for the total charge: 0. Its SMILES is CC#CCCCC.

---

Each structure's energy above the most stable one, in kcal/mol: w) 0.0; x) 21.4.

---

w) This record from OMol25 describes the molecule C7H12. The level of theory is wB97M-V/def2-TZVPD.

```
19
Properties=species:S:1:pos:R:3:mulliken_charge:R:1
C -2.10021 -0.77580 -0.03112 -1.362
C -1.32852 0.54032 0.09241 0.340
C -0.61918 0.87237 -1.20012 -0.554
C 0.69332 0.66965 -1.12360 -0.756
C 1.19500 0.34349 0.26138 0.555
C 2.17827 -0.87423 0.20923 -1.332
C -0.15175 0.47452 1.09979 -0.982
H -1.39556 -1.61443 -0.05671 0.312
H -2.78823 -0.93725 0.80733 0.347
H -2.68607 -0.79162 -0.95621 0.372
H -2.04182 1.33464 0.35707 0.328
H -1.14317 1.22104 -2.09004 0.411
H 1.37301 0.68288 -1.97041 0.426
H 1.80283 1.18333 0.62531 0.255
H 2.20393 -1.31519 -0.79641 0.338
H 2.01174 -1.69651 0.91675 0.334
H 3.20023 -0.50941 0.37548 0.330
H -0.10597 1.45853 1.58025 0.291
H -0.29785 -0.26634 1.89960 0.347
```

The value obtained for the LUMO energy is 0.0420 hartree. The HOMO energy comes out at -9.045 eV. As for the total charge: 0. Its SMILES is C[C@@H]1C=C[C@H](C)C1.

---

x) This record from OMol25 describes the molecule C7H12. The level of theory is wB97M-V/def2-TZVPD.

```
19
Properties=species:S:1:pos:R:3:mulliken_charge:R:1
C -1.94543 -1.41156 -0.65415 -0.809
C -1.64775 -0.52363 0.35476 -0.272
C -0.27993 0.16347 0.37326 0.319
C -0.17759 1.51224 0.65286 -0.377
C 0.60847 2.72843 -0.03008 -1.062
C 0.94868 -0.53068 -0.20252 -0.455
C 0.98830 -2.02548 0.19339 -1.141
H -1.98709 -0.86364 -1.66263 0.216
H -2.43082 -2.33466 -0.55779 0.336
H -2.10890 -0.42722 1.43765 0.243
H -0.90695 1.76328 1.35701 0.385
H 1.50270 3.14786 0.57177 0.273
H -0.10523 3.56262 -0.23201 0.333
H 1.02628 2.53618 -1.05742 0.302
H 1.23154 -0.32838 -1.24110 0.376
H 1.86914 0.10579 0.03820 0.367
H 0.46582 -2.23965 1.15357 0.352
H 2.11865 -2.26921 0.26875 0.323
H 0.83010 -2.56576 -0.76352 0.293
```

The value obtained for the LUMO energy is 0.0161 hartree. The HOMO energy comes out at -7.795 eV. As for the total charge: 0. Its SMILES is C=C/C(=C/C)CC.

---

y) This record from OMol25 describes the molecule C7H12. The level of theory is wB97M-V/def2-TZVPD.

```
19
Properties=species:S:1:pos:R:3:mulliken_charge:R:1
C 0.07430 -0.38639 2.52811 -0.866
C -0.56588 0.31506 1.59913 -0.283
C -0.60432 0.02070 0.15558 0.841
C -1.29075 0.88128 -0.61432 -0.410
C -1.00072 1.21162 -2.06803 -1.062
C 0.28161 -1.05943 -0.42570 -0.960
C 1.79866 -0.88005 -0.15712 -1.056
H 0.62014 -1.29413 2.28614 0.178
H 0.11100 -0.14050 3.56195 0.288
H -0.95548 1.28882 1.88412 0.226
H -1.96823 1.56995 -0.11972 0.373
H -0.13541 0.62494 -2.35174 0.307
H -0.88765 2.28947 -2.11839 0.317
H -1.86438 0.92007 -2.67068 0.263
H -0.05324 -1.99942 0.01438 0.393
H 0.05295 -1.09794 -1.48564 0.463
H 1.81628 -0.01796 0.50940 0.346
H 2.36655 -0.62434 -1.04446 0.322
H 2.20456 -1.62174 0.51698 0.321
```

The value obtained for the LUMO energy is 0.0382 hartree. The HOMO energy comes out at -8.387 eV. As for the total charge: 0. Its SMILES is C=C/C(=C/C)CC.

---

z) This record from OMol25 describes a cluster of 3 separate species, C7H12 in total. The level of theory is wB97M-V/def2-TZVPD.

```
19
Properties=species:S:1:pos:R:3:mulliken_charge:R:1
C -2.09015 -0.39590 0.81010 -1.383
C -1.29979 -0.63933 -0.45343 -0.029
C -0.26920 0.38860 -1.27071 -0.272
C 0.85570 1.17062 -0.94773 -0.745
C 1.38828 0.89741 0.44129 -0.235
C 0.95301 -0.57185 0.65540 -1.067
C 0.10639 -0.90186 -0.59862 0.371
H -2.97000 0.21669 0.58920 0.379
H -2.44456 -1.35532 1.20659 0.329
H -1.51305 0.10516 1.58998 0.310
H -1.94016 -0.94516 -1.28109 0.408
H -0.58115 0.38000 -2.30972 0.256
H 1.82168 -0.15167 -1.64770 0.149
H 1.12652 2.06578 -1.50169 0.341
H 2.47459 1.00880 0.49059 0.298
H 0.96253 1.59773 1.17582 0.265
H 0.39688 -0.70755 1.58737 0.344
H 1.81196 -1.24508 0.70185 0.363
H 1.32412 -0.98836 -1.49219 -0.082
```

The value obtained for the LUMO energy is 0.0208 hartree. The HOMO energy comes out at -7.989 eV. As for the total charge: 0.

---

Each structure's energy above the most stable one, in kcal/mol: w) 0.0; x) 95.2; y) 18.9; z) 126.0.